(1)
Below is C58H32ClI4N5O6W as an isolated structure in a non-equilibrium geometry, with properties calculated with wB97M-V/def2-TZVPD.

Geometry as ORCA input:
```
! RIJCOSX wB97M-V def2-TZVPD def2/J DEFGRID3
* xyz 0 3
W -0.29539 -0.06581 -0.26522
I -4.83410 2.59931 7.91786
C -3.97895 2.42814 5.99655
C -4.82148 1.77909 5.04272
C -4.30563 1.73059 3.77396
C -2.91346 1.96175 3.53250
C -2.17232 2.69790 4.51385
C -2.68410 2.91956 5.76909
C -2.26560 1.44157 2.28607
C -1.41844 2.26763 1.47211
C -1.22874 3.66467 1.61323
C -0.33946 4.09910 0.65487
C 0.06558 2.98839 -0.13033
C 1.20418 2.99464 -0.98327
C 2.21348 4.09459 -0.92275
C 1.86219 5.42437 -0.94341
C 2.69552 6.43835 -0.51806
C 4.03511 6.10509 -0.18113
I 5.46728 7.46866 0.53029
C 4.44584 4.80093 -0.36083
C 3.54689 3.78349 -0.62607
C 1.50410 1.86424 -1.81846
N 1.15772 0.50602 -1.59036
C 2.02179 -0.28532 -2.41457
C 2.17952 -1.69941 -2.29020
C 3.29290 -2.28524 -3.03965
C 3.18576 -3.44276 -3.78644
C 4.27018 -3.99218 -4.42277
C 5.55469 -3.48268 -4.18328
I 7.45025 -4.46251 -4.50142
C 5.68761 -2.24219 -3.49146
C 4.56917 -1.62039 -3.04601
C 1.21904 -2.44003 -1.58963
C 1.19575 -3.90486 -1.50067
C 0.04100 -4.32624 -0.85969
C -0.68619 -3.17189 -0.43647
N 0.01602 -1.99559 -0.94506
C -1.82742 -3.15484 0.40858
C -2.40344 -1.96454 0.96689
C -3.47115 -1.91985 1.86530
C -3.57690 -0.66457 2.38996
C -2.59800 0.15729 1.83430
N -1.85195 -0.65837 0.90725
C -2.35502 -4.44416 0.90322
C -3.72947 -4.71820 1.02194
C -4.24092 -5.86151 1.57215
C -3.23718 -6.66876 2.18461
I -3.62590 -8.36727 3.40202
C -1.86263 -6.42165 2.11147
C -1.44527 -5.25116 1.57366
C 2.71136 0.56990 -3.32428
C 2.42573 1.92127 -2.95645
N -0.75090 1.88447 0.30100
H -5.84815 1.49446 5.22858
H -4.95266 1.50041 2.88509
H -1.10967 2.90291 4.32210
H -2.18145 3.40368 6.60958
H -1.82579 4.23204 2.29610
H -0.17403 5.12526 0.43948
H 0.89096 5.79111 -1.29957
H 2.34008 7.46470 -0.37318
H 5.48140 4.52867 -0.24621
H 3.77473 2.74501 -0.47137
H 2.16414 -3.83896 -3.86314
H 4.18589 -4.90835 -5.02797
H 6.71834 -1.87972 -3.26891
H 4.76003 -0.63655 -2.62545
H 2.00923 -4.49109 -1.81523
H -0.30408 -5.30600 -0.68797
H -4.01344 -2.76254 2.25321
H -4.22473 -0.35642 3.15729
H -4.45162 -3.95654 0.57368
H -5.28916 -6.14251 1.59117
H -1.20261 -7.14598 2.63023
H -0.38360 -4.97265 1.51137
H 3.29724 0.29258 -4.14091
H 2.90050 2.76700 -3.44556
Cl 3.52773 -0.66989 7.29212
C 3.02264 -0.29309 5.70919
C 3.79809 0.57853 4.95970
C 3.52169 0.62067 3.60960
C 2.36275 -0.05735 3.08483
C 1.50544 -0.79833 3.94435
C 1.82947 -0.88932 5.27997
C 2.11483 0.19835 1.63566
O 2.88322 0.95656 1.00330
O 0.99713 -0.39359 1.18919
H 4.59678 1.15463 5.37104
H 4.12424 1.18245 2.88578
H 0.56558 -1.23267 3.57849
H 1.27652 -1.42801 6.04095
O -3.62578 0.76213 -1.17272
C -2.70598 0.81335 -2.01710
O -1.44513 0.39686 -1.81991
C -2.91570 1.07444 -3.46293
C -4.19648 1.35966 -3.97323
C -4.41028 1.65341 -5.33563
C -3.36995 1.43017 -6.26494
C -2.11998 0.99363 -5.73530
C -1.84127 0.95708 -4.39248
N -1.04817 0.53276 -6.67527
O -1.33164 0.36929 -7.85855
O 0.05376 0.21733 -6.21762
H -4.99480 1.27528 -3.30270
H -5.42204 1.91063 -5.68465
H -3.58627 1.48467 -7.33425
H -0.82661 0.91083 -3.98684
*
```

Calculated values
- expectation value of S² = 2.1208
- HOMO-LUMO gap (spin up / spin down) (eV) = 4.71 / 5.17
- strongest force on any atom (eV/A) = 3.8
- electronic energy (eV) = -127148.4867
- relative energy (zero: lowest compared OMol25 entry of this formula, charge and spin) (kcal/mol) = 0.0

Atom charges from the Löwdin analysis, given in e for atoms 1 to 99: number 1, W, carries 1.82; number 2, I, carries 0.83; number 3, C, carries -0.70; number 4, C, carries -0.15; number 5, C, carries -0.07; number 6, C, carries -0.14; number 7, C, carries -0.03; number 8, C, carries -0.15; number 9, C, carries -0.03; number 10, C, carries -0.19; number 11, C, carries 0.00; number 12, C, carries 0.01; number 13, C, carries -0.16; number 14, C, carries -0.03; number 15, C, carries -0.18; number 16, C, carries -0.07; number 17, C, carries -0.11; number 18, C, carries -0.71; number 19, I, carries 0.85; number 20, C, carries -0.16; number 21, C, carries -0.01; number 22, C, carries -0.20; number 23, N, carries -0.07; number 24, C, carries -0.17; number 25, C, carries -0.06; number 26, C, carries -0.16; number 27, C, carries -0.05; number 28, C, carries -0.12; number 29, C, carries -0.65; number 30, I, carries 0.79; number 31, C, carries -0.17; number 32, C, carries -0.04; number 33, C, carries -0.16; number 34, C, carries 0.02; number 35, C, carries 0.00; number 36, C, carries -0.17; number 37, N, carries -0.05; number 38, C, carries -0.05; number 39, C, carries -0.18; number 40, C, carries 0.01; number 41, C, carries 0.01; number 42, C, carries -0.18; number 43, N, carries -0.06; number 44, C, carries -0.19; number 45, C, carries -0.07; number 46, C, carries -0.10; number 47, C, carries -0.67; number 48, I, carries 0.83; number 49, C, carries -0.18; number 50, C, carries -0.05; number 51, C, carries 0.01; number 52, C, carries 0.05; number 53, N, carries -0.04; number 54, H, carries 0.09; number 55, H, carries 0.14; number 56, H, carries 0.13; number 57, H, carries 0.10; number 58, H, carries 0.11; number 59, H, carries 0.09; number 60, H, carries 0.13; number 61, H, carries 0.11; number 62, H, carries 0.09; number 63, H, carries 0.11; number 64, H, carries 0.13; number 65, H, carries 0.11; number 66, H, carries 0.10; number 67, H, carries 0.12; number 68, H, carries 0.09; number 69, H, carries 0.10; number 70, H, carries 0.11; number 71, H, carries 0.08; number 72, H, carries 0.15; number 73, H, carries 0.11; number 74, H, carries 0.08; number 75, H, carries 0.13; number 76, H, carries 0.10; number 77, H, carries 0.12; number 78, Cl, carries 0.70; number 79, C, carries -0.69; number 80, C, carries -0.10; number 81, C, carries 0.00; number 82, C, carries -0.11; number 83, C, carries -0.01; number 84, C, carries -0.11; number 85, C, carries -0.47; number 86, O, carries 0.04; number 87, O, carries -0.22; number 88, H, carries 0.10; number 89, H, carries 0.12; number 90, H, carries 0.12; number 91, H, carries 0.10; number 92, O, carries 0.06; number 93, C, carries -0.47; number 94, O, carries -0.25; number 95, C, carries -0.10; number 96, C, carries 0.01; number 97, C, carries -0.04; number 98, C, carries 0.02; number 99, C, carries -0.12



(2)
Below is C58H39F12N5O5SW as an isolated structure in a non-equilibrium geometry, with properties calculated with wB97M-V/def2-TZVPD.

Geometry as ORCA input:
```
! RIJCOSX wB97M-V def2-TZVPD def2/J DEFGRID3
* xyz 0 1
W -0.43952 -0.53014 0.31182
C -4.51242 -6.77774 -0.12098
O -4.67852 -6.43914 1.24552
C -4.45222 -5.14354 1.61112
C -5.01202 -4.05254 0.94692
C -4.65362 -2.77044 1.28332
C -3.67452 -2.51874 2.26582
C -3.23952 -3.62324 3.02552
C -3.63292 -4.90294 2.71722
C -2.93782 -1.28614 2.26942
C -3.21122 -0.18914 1.40932
C -4.46982 0.40656 1.15472
C -4.25322 1.48716 0.34462
C -2.86512 1.53796 0.06422
N -2.20772 0.51556 0.74842
C -2.22252 2.45926 -0.75598
C -0.86192 2.35556 -1.07568
C -0.16672 3.20886 -1.96248
C 1.06348 2.64826 -2.18458
C 1.13448 1.47216 -1.40608
C 2.28498 0.66276 -1.30498
C 3.45028 0.93446 -2.18438
C 4.42368 1.82566 -1.74858
C 5.56228 2.07266 -2.49178
C 5.75128 1.42576 -3.70808
O 6.83628 1.59346 -4.51088
C 7.87928 2.42076 -4.05238
C 4.77618 0.53226 -4.15338
C 3.64618 0.28866 -3.39988
C 2.50768 -0.10474 -0.16928
N 1.54648 -0.19814 0.82242
C 2.25168 -0.36784 1.99502
C 1.70378 -0.27834 3.27752
C 2.60718 0.35946 4.25282
C 3.10268 -0.15394 5.44552
C 4.06408 0.53956 6.15682
C 4.54968 1.76836 5.70512
O 5.54578 2.34876 6.42792
C 6.14468 3.51176 5.90432
C 4.00198 2.32146 4.55352
C 3.05388 1.61756 3.84502
C 0.34698 -0.55314 3.49412
C -0.28052 -0.86234 4.71312
C -1.56412 -1.27304 4.41452
C -1.71312 -1.15864 3.02342
N -0.55722 -0.71224 2.44352
C 3.63588 -0.53024 1.71072
C 3.79118 -0.42894 0.36072
N -0.04862 1.28796 -0.69548
C -3.00862 3.52836 -1.41038
C -2.81372 4.86006 -1.06998
C -3.51182 5.87216 -1.70488
C -4.41032 5.56606 -2.71948
O -5.12502 6.47576 -3.43518
C -4.92462 7.84766 -3.19298
C -4.61552 4.22656 -3.05908
C -3.92972 3.22406 -2.41008
H -4.70402 -5.94454 -0.79648
H -5.19762 -7.59464 -0.35048
H -3.48562 -7.12294 -0.28228
H -5.71002 -4.21454 0.13952
H -5.06422 -1.94934 0.72042
H -2.53052 -3.47324 3.82512
H -3.25592 -5.74104 3.28382
H -5.40152 0.08616 1.58312
H -4.97832 2.18626 -0.02468
H -0.55232 4.12496 -2.36568
H 1.85728 3.01176 -2.80718
H 4.29608 2.32446 -0.80008
H 6.29798 2.76446 -2.11258
H 8.64368 2.38436 -4.82638
H 8.30058 2.05046 -3.11148
H 7.54378 3.45496 -3.91898
H 4.93138 0.02826 -5.09398
H 2.92848 -0.43634 -3.75298
H 2.77618 -1.11884 5.80082
H 4.48058 0.13836 7.06712
H 6.97888 3.74256 6.56482
H 5.44568 4.35446 5.89342
H 6.52068 3.34276 4.88982
H 4.30888 3.28856 4.19142
H 2.63918 2.04656 2.94522
H 0.18598 -0.83734 5.67742
H -2.32152 -1.59534 5.10372
H 4.38528 -0.72044 2.45252
H 4.69118 -0.50424 -0.21268
H -2.10792 5.11006 -0.29228
H -3.35052 6.89116 -1.39218
H -5.52472 8.36836 -3.93818
H -3.87552 8.13306 -3.31778
H -5.26102 8.13756 -2.19228
H -5.32322 4.00056 -3.83958
H -4.08972 2.19356 -2.69108
F -4.71492 -1.78564 -2.62988
C -3.80682 -2.47934 -3.33878
F -3.80272 -3.71944 -2.83618
F -4.31262 -2.58984 -4.58088
C -2.46432 -1.81174 -3.33918
C -1.91482 -1.29174 -4.49858
C -0.67702 -0.66424 -4.40608
C -0.05432 -0.55984 -3.18318
N -0.59912 -0.98234 -2.02378
C -1.80332 -1.61834 -2.11508
S -2.43462 -2.09094 -0.61088
H -2.42402 -1.38104 -5.44288
H -0.19402 -0.26754 -5.28218
H 0.91978 -0.10474 -3.11658
F 1.31598 -3.00174 -1.95358
C 0.81778 -4.06794 -1.30948
F 1.61528 -5.10274 -1.56248
F -0.36122 -4.33564 -1.86618
C 0.69438 -3.72024 0.19962
O 0.24868 -2.45554 0.33072
C 2.10178 -3.85164 0.86352
F 2.46408 -5.10384 1.14342
F 3.05418 -3.33784 0.08332
F 2.10678 -3.17504 2.00962
C -0.25782 -4.71004 0.92832
F 0.08228 -5.98784 0.74022
F -1.51282 -4.59134 0.52162
F -0.23212 -4.47014 2.23972
*
```

Calculated values
- HOMO-LUMO gap (spin up / spin down) (eV) = 5.12 / 4.94
- strongest force on any atom (eV/A) = 2.2
- electronic energy (eV) = -123739.0354
- relative energy (zero: lowest compared OMol25 entry of this formula, charge and spin) (kcal/mol) = 0.0

Atom charges from the Löwdin analysis, given in e for atoms 1 to 99: number 1, W, carries 1.64; number 2, C, carries -0.06; number 3, O, carries -0.08; number 4, C, carries -0.27; number 5, C, carries -0.01; number 6, C, carries -0.06; number 7, C, carries -0.19; number 8, C, carries -0.01; number 9, C, carries 0.01; number 10, C, carries -0.07; number 11, C, carries -0.30; number 12, C, carries 0.00; number 13, C, carries 0.02; number 14, C, carries -0.21; number 15, N, carries -0.07; number 16, C, carries -0.06; number 17, C, carries -0.20; number 18, C, carries 0.02; number 19, C, carries 0.02; number 20, C, carries -0.26; number 21, C, carries -0.08; number 22, C, carries -0.21; number 23, C, carries -0.03; number 24, C, carries -0.01; number 25, C, carries -0.27; number 26, O, carries -0.08; number 27, C, carries -0.09; number 28, C, carries 0.01; number 29, C, carries -0.01; number 30, C, carries -0.21; number 31, N, carries -0.03; number 32, C, carries -0.24; number 33, C, carries -0.05; number 34, C, carries -0.19; number 35, C, carries -0.01; number 36, C, carries 0.01; number 37, C, carries -0.27; number 38, O, carries -0.08; number 39, C, carries -0.09; number 40, C, carries -0.01; number 41, C, carries -0.02; number 42, C, carries -0.20; number 43, C, carries 0.02; number 44, C, carries -0.01; number 45, C, carries -0.24; number 46, N, carries 0.00; number 47, C, carries 0.01; number 48, C, carries 0.02; number 49, N, carries -0.03; number 50, C, carries -0.21; number 51, C, carries -0.03; number 52, C, carries -0.01; number 53, C, carries -0.28; number 54, O, carries -0.08; number 55, C, carries -0.09; number 56, C, carries 0.01; number 57, C, carries -0.02; number 58, H, carries 0.08; number 59, H, carries 0.09; number 60, H, carries 0.10; number 61, H, carries 0.12; number 62, H, carries 0.09; number 63, H, carries 0.11; number 64, H, carries 0.13; number 65, H, carries 0.12; number 66, H, carries 0.11; number 67, H, carries 0.11; number 68, H, carries 0.12; number 69, H, carries 0.13; number 70, H, carries 0.10; number 71, H, carries 0.09; number 72, H, carries 0.10; number 73, H, carries 0.09; number 74, H, carries 0.12; number 75, H, carries 0.11; number 76, H, carries 0.12; number 77, H, carries 0.12; number 78, H, carries 0.09; number 79, H, carries 0.09; number 80, H, carries 0.10; number 81, H, carries 0.10; number 82, H, carries 0.13; number 83, H, carries 0.11; number 84, H, carries 0.12; number 85, H, carries 0.13; number 86, H, carries 0.12; number 87, H, carries 0.13; number 88, H, carries 0.10; number 89, H, carries 0.09; number 90, H, carries 0.09; number 91, H, carries 0.10; number 92, H, carries 0.12; number 93, H, carries 0.13; number 94, F, carries 0.12; number 95, C, carries -0.62; number 96, F, carries 0.13; number 97, F, carries 0.13; number 98, C, carries -0.12; number 99, C, carries 0.01